# 1
Formula: C58H38Cl4N8S2TeTi
Source: the Open Molecules 2025 dataset
Level of theory: ωB97M-V/def2-TZVPD

Geometry as ORCA input:
```
! RIJCOSX wB97M-V def2-TZVPD def2/J DEFGRID3
* xyz 0 1
Ti -0.04 0.40 -0.88
Cl 8.93 -2.00 -3.27
C 7.30 -1.57 -2.86
C 6.44 -2.55 -2.39
C 5.13 -2.20 -2.07
C 4.68 -0.89 -2.20
C 5.58 0.07 -2.68
C 6.88 -0.26 -3.01
C 3.29 -0.50 -1.84
C 2.95 -0.55 -0.50
C 3.85 -0.89 0.54
C 3.29 -0.48 1.71
C 2.06 0.16 1.38
C 1.38 1.04 2.26
C 1.83 1.16 3.68
C 2.21 2.39 4.21
C 2.61 2.52 5.53
C 2.65 1.39 6.34
Cl 3.14 1.54 8.00
C 2.31 0.15 5.83
C 1.92 0.04 4.51
C 0.37 1.85 1.79
N -0.09 1.91 0.51
C -1.46 2.47 0.62
C -3.44 1.31 -0.50
C -4.77 1.92 -0.26
C -5.73 1.39 0.61
C -6.96 2.02 0.80
C -7.24 3.19 0.12
Cl -8.77 3.98 0.37
C -6.32 3.74 -0.75
C -5.10 3.11 -0.92
C -3.02 1.10 -1.77
C -3.89 1.11 -2.94
C -3.13 0.92 -4.02
C -1.75 0.79 -3.58
N -1.68 0.86 -2.20
C -0.70 0.65 -4.42
C 0.64 0.47 -4.00
C 1.70 0.30 -4.93
C 2.82 -0.02 -4.21
C 2.46 -0.02 -2.85
N 1.09 0.30 -2.72
C -0.97 0.66 -5.90
C -0.91 1.84 -6.63
C -1.16 1.85 -8.00
C -1.47 0.66 -8.64
Cl -1.78 0.66 -10.35
C -1.54 -0.53 -7.93
C -1.29 -0.52 -6.56
C -1.53 3.07 1.98
C -0.47 2.68 2.67
N 1.79 0.02 0.05
H 6.78 -3.57 -2.28
H 4.45 -2.96 -1.72
H 5.24 1.10 -2.78
H 7.57 0.49 -3.37
H 4.82 -1.34 0.41
H 3.73 -0.52 2.70
H 2.19 3.27 3.57
H 2.90 3.48 5.93
H 2.35 -0.73 6.47
H 1.66 -0.93 4.11
H -5.54 0.46 1.12
H -7.69 1.59 1.47
H -6.55 4.66 -1.27
H -4.36 3.57 -1.57
H -4.96 1.24 -2.89
H -3.46 0.85 -5.05
H 1.60 0.39 -6.00
H 3.80 -0.25 -4.59
H -0.66 2.76 -6.12
H -1.11 2.77 -8.56
H -1.79 -1.45 -8.45
H -1.34 -1.45 -6.00
H -2.38 3.66 2.31
H -0.26 2.87 3.71
N 0.98 -2.78 -2.67
C 0.00 -2.86 -1.76
N -0.46 -1.86 -1.06
C -1.50 -2.28 -0.21
C -1.82 -3.57 -0.28
S -0.79 -4.37 -1.42
C -2.07 -1.19 0.58
C -2.95 -1.14 1.58
S -3.14 0.52 2.15
C -2.39 1.13 0.56
N -1.53 0.03 0.21
N -1.81 3.43 -0.39
H 1.39 -1.88 -2.88
H 1.25 -3.58 -3.21
H -2.57 -4.11 0.27
H -3.45 -1.96 2.07
H -1.28 4.28 -0.23
H -1.59 3.09 -1.32
C 1.03 -3.95 4.40
Te 0.31 -2.90 2.66
C -0.79 -1.72 4.07
C -0.28 -2.08 5.44
C -0.68 -1.34 6.56
C -0.23 -1.67 7.82
C 0.63 -2.75 7.99
C 1.03 -3.49 6.88
C 0.58 -3.15 5.60
H 2.11 -4.03 4.36
H 0.61 -4.95 4.41
H -1.85 -1.93 3.97
H -0.64 -0.66 3.85
H -1.35 -0.50 6.42
H -0.54 -1.09 8.68
H 1.00 -3.02 8.97
H 1.71 -4.33 7.01
*
```

Lowest unoccupied orbital energy (alpha / beta): -0.040 / -0.040 Ha



# 2
Formula: H28O14
Source: the Open Molecules 2025 dataset
Level of theory: ωB97M-V/def2-TZVPD

Geometry as ORCA input:
```
! RIJCOSX wB97M-V def2-TZVPD def2/J DEFGRID3
* xyz 0 1
H -1.26 -0.51 -0.07
H -2.30 -0.47 1.05
H 3.80 -1.60 -0.95
H 2.69 -2.38 -0.32
H -0.91 3.67 -1.34
H -1.00 4.91 -0.49
H 1.39 0.20 -1.35
H 0.24 1.14 -1.27
H 0.17 -1.72 -3.93
H 0.98 -0.58 -3.36
H 0.44 -2.97 -1.74
H 1.85 -3.63 -2.02
H -0.56 -0.17 2.88
H -2.07 -0.05 3.09
H 0.57 3.90 -2.81
H 0.92 2.80 -1.84
H 2.07 -0.40 0.61
H 0.82 -0.80 1.55
H 4.12 1.37 1.43
H 2.86 1.00 0.47
H -4.36 -2.75 -1.63
H -4.35 -1.91 -0.41
H -6.36 -0.21 1.65
H -6.92 0.60 0.30
H 2.74 -1.02 2.25
H 1.77 -1.57 3.32
H 1.88 1.95 2.83
H 1.12 2.78 1.88
O -1.37 -0.41 0.89
O 2.89 -1.92 -1.14
O -1.55 4.37 -1.07
O 0.46 0.33 -1.58
O 0.89 -1.48 -3.32
O 1.15 -3.61 -1.37
O -1.29 -0.25 3.51
O 1.29 3.49 -2.39
O 1.59 -1.19 0.99
O 3.12 1.27 1.35
O -4.95 -2.21 -1.08
O -6.30 -0.10 0.70
O 2.40 -1.78 2.71
O 1.32 1.90 2.04
*
```

Lowest unoccupied orbital energy: -0.018 Ha



# 3
Formula: C2H9N3OS
Source: the Open Molecules 2025 dataset
Level of theory: ωB97M-V/def2-TZVPD

Geometry as ORCA input:
```
! RIJCOSX wB97M-V def2-TZVPD def2/J DEFGRID3
* xyz 0 1
C 0.18 1.33 0.69
C 1.75 -0.54 1.07
N -2.22 -0.48 -0.91
N -1.03 -1.27 -0.72
N 0.92 0.19 0.12
O -0.15 0.59 -2.08
S 0.46 -0.52 -1.35
H -0.02 1.91 -0.26
H -0.90 1.08 1.10
H 0.90 2.05 1.31
H 2.13 -1.46 0.63
H 2.56 0.04 1.53
H 1.03 -0.93 1.87
H -2.25 0.26 -0.10
H -2.08 0.04 -1.80
H -1.28 -2.28 -1.11
*
```

Lowest unoccupied orbital energy: 0.029 Ha



Values for ΔE to the lowest compared entry with this formula, charge and spin, kcal per mole, ordered as above
2.1; 180.1; 20.6